[1]
Density functional theory data (wB97M-V/def2-TZVPD) for 4 unconnected molecules or ions with the total composition C39H84Cl4FIN12O5P3 at a distorted geometry.

Geometry (Å):
C1 -2.15 -3.01 5.94
C2 -1.29 -1.76 6.14
C3 -2.10 -0.52 6.59
O1 -1.82 0.55 5.67
C4 -1.63 1.81 6.27
C5 -0.85 2.77 5.32
C6 0.63 2.70 5.79
C7 1.28 1.33 5.61
C8 2.44 1.04 6.60
C9 3.79 0.93 5.89
N1 3.84 -0.12 4.89
C10 4.92 -0.30 4.06
C11 4.68 -1.36 3.24
C12 3.38 -1.89 3.56
C13 2.94 -1.09 4.58
N2 -1.33 4.13 5.64
C14 -1.68 5.05 4.59
Cl1 -0.18 6.05 4.19
C15 -2.67 6.09 5.20
C16 -2.64 7.49 4.59
O2 -2.57 8.42 5.31
I1 -2.79 7.88 2.48
C17 -2.28 4.42 3.31
F1 -3.56 4.82 3.08
N3 -2.37 2.93 3.46
C18 -3.12 2.18 2.45
Cl2 -4.31 1.15 3.15
C19 -2.97 2.17 1.13
C20 -3.80 1.30 0.23
Cl3 -1.79 3.12 0.34
C21 -1.03 2.35 3.87
Cl4 0.32 2.93 2.88
H1 -2.94 -2.81 5.21
H2 -1.51 -3.78 5.51
H3 -2.55 -3.39 6.88
H4 -0.44 -1.92 6.80
H5 -0.87 -1.51 5.17
H6 -1.90 -0.26 7.62
H7 -3.15 -0.78 6.45
H8 -1.18 1.76 7.27
H9 -2.62 2.27 6.42
H10 1.22 3.53 5.40
H11 0.57 2.88 6.87
H12 0.58 0.51 5.65
H13 1.71 1.31 4.61
H14 2.24 0.12 7.14
H15 2.51 1.85 7.33
H16 4.03 1.90 5.46
H17 4.56 0.73 6.64
H18 5.80 0.33 4.07
H19 5.32 -1.78 2.48
H20 2.88 -2.72 3.10
H21 1.98 -1.16 5.07
H22 -0.69 4.58 6.28
H23 -2.32 6.22 6.22
H24 -3.68 5.67 5.28
H25 -1.70 4.75 2.46
H26 -2.93 2.81 4.32
H27 -3.64 1.55 -0.82
H28 -4.85 1.35 0.48
H29 -3.47 0.27 0.35
H30 -1.09 1.28 3.72
O3 -2.44 0.40 -3.07
P1 -1.30 -0.57 -3.33
N4 0.00 0.29 -2.57
C22 0.67 1.42 -3.17
C23 -0.28 0.54 -1.17
N5 -1.35 -0.53 -5.05
C24 -0.30 0.02 -5.88
C25 -2.66 -0.32 -5.66
N6 -0.39 -2.00 -3.39
C26 0.97 -2.22 -2.91
C27 -0.95 -3.15 -4.09
H31 1.45 1.78 -2.50
H32 0.00 2.25 -3.41
H33 1.21 1.12 -4.08
H34 -0.62 -0.38 -0.68
H35 -1.06 1.30 -1.05
H36 0.62 0.86 -0.63
H37 -0.28 1.11 -5.83
H38 -0.45 -0.26 -6.93
H39 0.68 -0.39 -5.61
H40 -2.94 0.74 -5.70
H41 -3.43 -0.85 -5.10
H42 -2.67 -0.72 -6.68
H43 1.70 -1.72 -3.54
H44 1.20 -3.29 -2.91
H45 1.10 -1.89 -1.88
H46 -0.47 -3.28 -5.07
H47 -2.02 -3.03 -4.26
H48 -0.83 -4.07 -3.52
O4 -1.47 -5.05 0.38
P2 -2.85 -4.65 0.83
N7 -3.52 -6.20 1.21
C28 -4.00 -7.12 0.20
C29 -2.74 -6.90 2.23
N8 -3.37 -3.91 -0.64
C30 -4.43 -4.42 -1.48
C31 -2.34 -3.28 -1.44
N9 -4.10 -3.84 1.67
C32 -5.22 -4.42 2.39
C33 -4.13 -2.39 1.58
H49 -4.38 -8.02 0.68
H50 -3.23 -7.40 -0.52
H51 -4.86 -6.71 -0.33
H52 -2.55 -6.24 3.08
H53 -1.78 -7.26 1.85
H54 -3.31 -7.75 2.62
H55 -4.13 -5.32 -2.02
H56 -4.72 -3.67 -2.23
H57 -5.34 -4.62 -0.91
H58 -1.80 -3.99 -2.07
H59 -1.60 -2.78 -0.81
H60 -2.78 -2.51 -2.08
H61 -5.95 -4.85 1.70
H62 -5.73 -3.65 2.98
H63 -4.92 -5.18 3.10
H64 -4.91 -2.06 0.89
H65 -3.18 -2.00 1.22
H66 -4.31 -1.93 2.56
O5 5.23 -0.14 -5.70
P3 5.58 1.11 -6.47
N10 5.71 2.25 -5.17
C34 4.55 2.83 -4.52
C35 6.71 1.86 -4.19
N11 4.15 1.19 -7.44
C36 3.15 2.22 -7.34
C37 3.53 -0.08 -7.78
N12 6.37 2.17 -7.55
C38 6.89 3.50 -7.27
C39 6.46 1.78 -8.95
H67 4.88 3.52 -3.74
H68 3.88 2.08 -4.07
H69 3.98 3.45 -5.21
H70 7.65 1.60 -4.69
H71 6.40 1.00 -3.59
H72 6.93 2.69 -3.52
H73 2.55 2.12 -6.42
H74 2.46 2.17 -8.19
H75 3.58 3.22 -7.38
H76 2.89 -0.45 -6.97
H77 4.29 -0.84 -7.99
H78 2.93 0.01 -8.69
H79 6.07 4.21 -7.14
H80 7.50 3.84 -8.10
H81 7.53 3.52 -6.40
H82 5.74 2.34 -9.55
H83 6.25 0.72 -9.08
H84 7.46 1.96 -9.35

Output
charge = +1

***

[2]
Density functional theory data (wB97M-V/def2-TZVPD) for 15 unconnected molecules or ions with the total composition C39H84N8O7 at a distorted geometry.

Geometry (Å):
C1 -1.55 2.63 3.16
O1 -0.52 3.37 2.48
H1 -1.37 1.58 2.97
H2 -1.56 2.73 4.25
H3 -2.52 2.93 2.76
H4 -0.65 4.39 2.57
C2 2.80 -3.80 4.87
O2 1.98 -3.33 3.81
H5 2.67 -3.06 5.68
H6 2.57 -4.81 5.15
H7 3.89 -3.71 4.60
H8 2.63 -3.00 3.14
C3 4.53 -2.69 0.78
O3 4.35 -2.33 2.17
H9 3.65 -3.24 0.54
H10 4.52 -1.75 0.19
H11 5.42 -3.28 0.68
H12 4.50 -1.39 2.21
C4 -5.84 -0.08 0.88
O4 -4.47 0.25 0.84
H13 -5.90 -1.10 1.37
H14 -6.48 0.58 1.49
H15 -6.25 -0.23 -0.13
H16 -4.26 0.07 1.78
C5 -0.58 -1.37 4.80
O5 -0.89 -2.48 4.06
H17 0.33 -1.44 5.36
H18 -0.42 -0.47 4.15
H19 -1.41 -1.26 5.49
H20 0.00 -2.86 3.90
C6 -1.62 5.94 0.74
O6 -1.04 5.99 2.04
H21 -1.85 6.90 0.36
H22 -0.93 5.43 0.05
H23 -2.55 5.41 0.79
H24 -0.37 6.69 2.06
C7 2.89 -2.24 -4.31
O7 3.71 -1.93 -3.19
H25 2.64 -3.32 -4.35
H26 1.94 -1.63 -4.33
H27 3.33 -1.96 -5.22
H28 3.51 -2.49 -2.42
C8 3.07 0.93 1.85
C9 2.37 0.38 3.08
C10 1.60 1.37 3.98
C11 2.50 2.46 4.45
N1 3.16 3.36 4.70
H29 2.35 1.45 1.24
H30 3.48 0.10 1.28
H31 3.93 1.52 2.15
H32 3.08 -0.19 3.68
H33 1.67 -0.38 2.73
H34 1.18 0.81 4.79
H35 0.89 1.78 3.23
C12 -2.07 0.57 -5.89
C13 -3.17 -0.39 -6.16
C14 -3.18 -1.63 -5.19
C15 -4.11 -1.35 -4.03
N2 -4.90 -1.03 -3.30
H36 -2.04 0.91 -4.83
H37 -2.11 1.48 -6.50
H38 -1.04 0.16 -5.96
H39 -3.07 -0.77 -7.17
H40 -4.12 0.15 -6.13
H41 -2.20 -1.86 -4.79
H42 -3.68 -2.51 -5.69
C16 -3.50 -4.65 1.19
C17 -3.66 -3.15 1.00
C18 -3.64 -2.80 -0.50
C19 -2.35 -3.21 -1.10
N3 -1.51 -3.60 -1.74
H43 -3.69 -4.87 2.22
H44 -2.50 -4.88 0.93
H45 -4.20 -5.17 0.58
H46 -2.88 -2.57 1.54
H47 -4.60 -2.74 1.47
H48 -3.66 -1.67 -0.58
H49 -4.45 -3.22 -1.12
C20 2.35 -6.76 0.41
C21 1.20 -5.71 0.11
C22 1.16 -5.44 -1.36
C23 2.39 -4.73 -1.71
N4 3.38 -4.24 -2.02
H50 2.36 -7.11 1.43
H51 3.29 -6.26 0.25
H52 2.27 -7.59 -0.29
H53 1.52 -4.82 0.65
H54 0.32 -6.15 0.58
H55 0.34 -4.83 -1.69
H56 1.19 -6.37 -1.90
C24 -3.68 2.84 -3.00
C25 -3.69 2.65 -1.49
C26 -5.01 3.14 -0.85
C27 -5.13 4.62 -0.81
N5 -5.13 5.76 -0.74
H57 -2.75 2.41 -3.51
H58 -3.57 3.93 -3.19
H59 -4.53 2.35 -3.50
H60 -2.84 3.19 -1.02
H61 -3.64 1.62 -1.21
H62 -4.97 2.76 0.14
H63 -5.78 2.77 -1.45
C28 2.00 4.67 0.36
C29 3.30 5.01 1.12
C30 3.20 5.61 2.54
C31 2.26 6.69 2.60
N6 1.47 7.54 2.44
H64 1.52 5.55 -0.11
H65 1.28 4.14 0.94
H66 2.30 3.97 -0.48
H67 3.93 5.73 0.60
H68 3.93 4.11 1.20
H69 4.22 5.92 2.83
H70 2.86 4.77 3.18
C32 0.44 -2.10 0.66
C33 -0.61 -1.01 0.71
C34 -0.47 0.23 -0.24
C35 -0.86 -0.12 -1.61
N7 -0.95 -0.40 -2.72
H71 1.36 -1.75 1.12
H72 0.61 -2.44 -0.34
H73 0.15 -2.93 1.31
H74 -0.63 -0.65 1.74
H75 -1.57 -1.50 0.63
H76 0.50 0.71 -0.12
H77 -1.29 0.92 0.06
C36 1.84 1.53 -2.73
C37 2.84 2.22 -3.63
C38 4.33 1.61 -3.38
C39 4.71 1.74 -2.01
N8 5.04 1.82 -0.92
H78 1.93 0.43 -2.71
H79 0.82 1.95 -3.00
H80 2.04 1.75 -1.68
H81 2.71 3.34 -3.57
H82 2.53 1.92 -4.65
H83 5.18 2.03 -3.92
H84 4.27 0.52 -3.61

Output
charge = 0

***

[3]
Density functional theory data (wB97M-V/def2-TZVPD) for 5 unconnected molecules or ions with the total composition C39H86BFN8O5 at a distorted geometry.

Geometry (Å):
C1 3.32 -1.00 -0.19
C2 4.04 -1.71 -1.08
C3 5.26 -2.60 -0.85
N1 5.40 -3.66 -1.84
C4 4.17 -4.19 -2.43
C5 4.40 -5.57 -3.06
C6 6.50 -1.65 -1.00
C7 6.46 -0.77 -2.23
O1 5.95 -1.11 -3.27
N2 7.08 0.49 -2.12
C8 7.43 1.02 -3.39
O2 8.42 0.81 -3.99
F1 6.49 1.86 -3.84
C9 6.52 -0.95 0.36
O3 6.95 0.14 0.62
N3 5.90 -1.78 1.28
C10 5.50 -3.06 0.65
C11 6.78 -3.94 0.72
C12 7.00 -4.70 2.03
C13 7.20 -3.83 3.28
C14 8.23 -4.43 4.23
N4 8.48 -3.63 5.43
B1 4.25 -3.68 1.43
O4 3.44 -2.79 2.08
O5 3.97 -5.01 1.58
C15 4.06 -5.91 0.48
H1 3.74 -0.25 0.49
H2 2.24 -1.09 -0.20
H3 3.75 -1.63 -2.13
H4 5.98 -3.34 -2.60
H5 3.38 -4.24 -1.67
H6 3.77 -3.53 -3.20
H7 3.57 -6.23 -2.85
H8 5.33 -6.01 -2.71
H9 4.44 -5.49 -4.15
H10 7.41 -2.26 -1.16
H11 7.95 0.38 -1.60
H12 5.15 -1.27 1.74
H13 6.79 -4.67 -0.09
H14 7.67 -3.32 0.57
H15 6.25 -5.47 2.19
H16 7.95 -5.24 1.90
H17 6.25 -3.68 3.81
H18 7.57 -2.86 2.97
H19 7.89 -5.42 4.56
H20 9.18 -4.58 3.71
H21 8.38 -2.64 5.24
H22 7.87 -3.89 6.19
H23 2.62 -3.24 2.34
H24 4.06 -6.92 0.87
H25 4.97 -5.77 -0.10
H26 3.18 -5.81 -0.17
C16 -2.75 0.89 0.24
C17 -2.24 0.08 1.43
N5 -0.80 0.14 1.58
C18 -0.27 -0.84 2.51
C19 -0.67 -0.75 3.98
C20 -0.24 1.48 1.68
C21 -0.75 2.39 2.81
H27 -2.24 0.60 -0.68
H28 -3.81 0.71 0.11
H29 -2.62 1.96 0.39
H30 -2.51 -0.97 1.27
H31 -2.77 0.40 2.33
H32 0.83 -0.82 2.43
H33 -0.56 -1.83 2.13
H34 -0.18 0.08 4.49
H35 -0.38 -1.66 4.50
H36 -1.75 -0.64 4.10
H37 -0.42 1.99 0.73
H38 0.85 1.40 1.76
H39 -1.84 2.37 2.89
H40 -0.46 3.42 2.60
H41 -0.33 2.13 3.78
C22 0.10 3.09 -1.95
C23 0.27 4.50 -2.48
N6 -0.08 5.51 -1.49
C24 -0.21 6.84 -2.04
C25 1.04 7.51 -2.63
C26 0.61 5.41 -0.22
C27 2.14 5.46 -0.22
H42 -0.90 2.94 -1.56
H43 0.26 2.37 -2.76
H44 0.82 2.86 -1.17
H45 -0.39 4.64 -3.34
H46 1.30 4.62 -2.85
H47 -0.64 7.50 -1.27
H48 -0.97 6.80 -2.83
H49 1.73 7.84 -1.85
H50 0.75 8.40 -3.19
H51 1.57 6.85 -3.31
H52 0.30 4.47 0.26
H53 0.23 6.20 0.44
H54 2.57 4.81 -0.99
H55 2.52 5.11 0.74
H56 2.52 6.47 -0.37
C28 -9.27 0.79 3.41
C29 -7.90 1.17 3.92
N7 -6.85 0.26 3.48
C30 -5.60 0.43 4.18
C31 -4.85 1.77 4.03
C32 -6.75 0.08 2.04
C33 -6.51 1.33 1.17
H57 -9.51 -0.25 3.65
H58 -10.03 1.42 3.87
H59 -9.36 0.91 2.33
H60 -7.92 1.13 5.01
H61 -7.69 2.22 3.65
H62 -4.93 -0.38 3.90
H63 -5.80 0.28 5.25
H64 -4.38 1.86 3.05
H65 -4.06 1.83 4.78
H66 -5.51 2.62 4.18
H67 -7.66 -0.41 1.69
H68 -5.95 -0.64 1.85
H69 -7.17 2.16 1.44
H70 -6.71 1.09 0.13
H71 -5.48 1.67 1.23
C34 -5.89 0.14 -6.48
C35 -5.75 -0.39 -5.07
N8 -5.68 0.66 -4.07
C36 -5.25 0.19 -2.76
C37 -6.15 -0.80 -2.01
C38 -6.79 1.60 -4.07
C39 -8.21 1.05 -3.89
H72 -5.11 0.87 -6.71
H73 -5.81 -0.68 -7.20
H74 -6.86 0.62 -6.64
H75 -4.81 -0.96 -5.01
H76 -6.56 -1.11 -4.87
H77 -5.07 1.06 -2.12
H78 -4.26 -0.27 -2.89
H79 -7.04 -0.32 -1.61
H80 -5.60 -1.23 -1.17
H81 -6.46 -1.64 -2.65
H82 -6.75 2.16 -5.01
H83 -6.59 2.35 -3.29
H84 -8.39 0.18 -4.52
H85 -8.93 1.81 -4.17
H86 -8.41 0.77 -2.85

Output
charge = 0

***

Number 1: highest occupied orbital energy -9.443 eV, orbital gap 7.046 eV. Number 2: highest occupied orbital energy -9.972 eV, orbital gap 10.245 eV. Number 3: highest occupied orbital energy -8.081 eV, orbital gap 8.363 eV.